[1]
Computed, not measured: 5 unconnected molecules or ions with the total composition C30H73N3 in a non-equilibrium geometry, with ωB97M-V/def2-TZVPD.

The value obtained for the gap between HOMO and LUMO is 8.51 eV. Its HOMO energy is -7.77 eV. The total energy is -1350.5664 Eh. The largest force on an atom comes out at 11.7 eV/Å. Its multiplicity is 1. As for the SMILES: CCN(CC)CC.CCN(CC)CC.CCN(CC)CC.CCCCCC.CCCCCC. For the energy above the lowest of the compared OMol25 structures with the same formula, charge and spin, the calculation gives 62.9 kcal/mol.

Atoms and positions in Å:
C -48.1499 -89.2229 -59.1708
C -47.3850 -88.2651 -58.2400
N -46.2549 -87.3911 -58.9368
C -46.8728 -86.3659 -59.8809
C -47.8554 -85.2878 -59.3843
C -45.4946 -86.8049 -57.8689
C -44.5027 -85.7975 -58.4625
H -47.5472 -89.7946 -59.7702
H -48.7220 -88.6210 -59.8624
H -48.8137 -89.9898 -58.7070
H -46.8592 -88.9411 -57.6055
H -47.9407 -87.5309 -57.6452
H -47.4985 -87.0360 -60.5909
H -46.0803 -86.0007 -60.4484
H -48.2358 -84.6678 -60.3892
H -47.5617 -84.4621 -58.9519
H -48.7138 -85.6915 -58.7887
H -44.9836 -87.7127 -57.4217
H -46.2819 -86.4900 -57.0908
H -45.1598 -85.0265 -58.7696
H -43.7744 -86.2069 -59.3810
H -43.6257 -85.4705 -57.7315
C -44.3185 -80.3450 -52.9273
C -44.6273 -80.7710 -54.4000
N -44.0153 -82.0426 -54.7853
C -44.8315 -82.8508 -55.7532
C -44.7804 -82.4389 -57.1533
C -42.4916 -81.9578 -54.9217
C -41.7098 -83.3129 -55.0143
H -43.5764 -79.7486 -53.0061
H -44.2899 -81.2493 -52.2864
H -45.1173 -79.5927 -52.2053
H -44.1368 -80.0889 -55.0175
H -45.6373 -80.7495 -54.4909
H -45.7503 -82.9278 -55.2676
H -44.3611 -83.7288 -55.6307
H -45.6338 -82.8805 -57.6239
H -43.9534 -82.6499 -57.7824
H -44.9752 -81.3065 -57.1795
H -42.2460 -81.3621 -54.0626
H -42.2881 -81.5571 -55.9153
H -40.6084 -83.1186 -54.9637
H -42.0879 -84.0803 -55.5421
H -41.9733 -83.9284 -54.1868
C -42.6420 -80.2679 -60.2013
C -43.1254 -78.8996 -59.5531
N -42.7615 -77.6949 -60.3426
C -43.8098 -76.5731 -60.3467
C -43.7107 -75.8040 -58.9772
C -41.3833 -77.2859 -60.4642
C -40.8532 -77.7247 -61.8068
H -43.0762 -80.3783 -61.2116
H -43.1803 -81.0166 -59.6163
H -41.5504 -80.3588 -60.0003
H -42.6478 -78.6607 -58.5916
H -44.1603 -79.0626 -59.3544
H -44.8525 -76.8857 -60.3412
H -43.6993 -75.9020 -61.1169
H -43.8217 -76.3201 -58.1207
H -44.4580 -74.9041 -58.8770
H -42.9112 -75.2198 -58.9196
H -40.7647 -77.8305 -59.6906
H -41.0978 -76.2394 -60.5465
H -40.8968 -78.8137 -61.8738
H -39.7028 -77.4895 -62.0800
H -41.3986 -77.1727 -62.6106
C -41.4689 -88.0202 -56.7200
C -41.8143 -87.2573 -55.3545
C -43.0950 -87.3949 -54.6844
C -43.3988 -88.7679 -54.1390
C -44.8395 -89.1216 -53.6273
C -44.9999 -90.6148 -53.0805
H -42.1061 -87.6356 -57.6232
H -41.9690 -89.0882 -56.7103
H -40.4699 -87.9868 -56.9262
H -41.6746 -86.1966 -55.4880
H -41.0520 -87.5643 -54.6160
H -43.7805 -87.2300 -55.4525
H -43.0464 -86.6779 -53.9318
H -42.8521 -89.0085 -53.1335
H -43.1376 -89.3988 -54.9890
H -45.4626 -89.1423 -54.6817
H -45.2275 -88.4283 -52.8405
H -44.5198 -90.7900 -52.3225
H -44.7559 -91.1161 -53.9199
H -46.1643 -90.8338 -52.9380
C -40.7425 -83.4418 -60.9111
C -41.3434 -83.7072 -59.4631
C -40.5569 -84.8182 -58.6220
C -39.1043 -84.2575 -58.3144
C -38.2211 -85.4803 -57.6323
C -36.9428 -84.8235 -57.2488
H -41.4388 -82.7567 -61.6287
H -40.4338 -84.3150 -61.4479
H -39.8425 -82.8559 -60.9641
H -42.3354 -84.3639 -59.6925
H -41.6318 -82.8457 -58.8137
H -40.7672 -85.7806 -59.1437
H -41.1443 -84.6565 -57.7738
H -39.0049 -83.5589 -57.6406
H -38.3708 -84.0197 -59.2394
H -38.0762 -86.3341 -58.2957
H -38.5638 -85.8021 -56.7292
H -37.0255 -83.9788 -56.5982
H -36.1506 -84.8011 -58.0722
H -36.4329 -85.5868 -56.6720

***

[2]
Computed, not measured: 5 unconnected molecules or ions with the total composition C30H73O18P3 in a non-equilibrium geometry, with ωB97M-V/def2-TZVPD.

The value obtained for the gap between HOMO and LUMO (alpha / beta) is 9.07 / 2.72 eV. Its HOMO energy (alpha / beta) is -11.29 / -11.29 eV. The total energy is -3564.8951 Eh. The largest force on an atom comes out at 4.5 eV/Å. Its multiplicity is 2. The net charge is +1.

Atoms and positions in Å:
C 2.1358 -2.0201 -2.6747
O 2.1697 -1.1227 -1.4615
C 1.4848 -1.7006 -0.3226
C 0.0649 -1.3335 -0.0622
O -0.7634 -1.6691 -1.2187
C -2.1713 -1.9153 -1.1088
C -2.7191 -3.0679 -1.7976
O -2.5169 -4.3480 -1.1594
C -1.3973 -5.0838 -1.6005
H 1.3300 -2.7540 -2.6843
H 3.0296 -2.6397 -2.7483
H 2.1324 -1.4083 -3.5768
H 2.0672 -1.4663 0.5685
H 1.5298 -2.7890 -0.3624
H -0.0908 -0.2574 0.0144
H -0.2399 -1.9034 0.8156
H -2.7798 -1.1559 -1.5999
H -2.5545 -1.9931 -0.0913
H -2.2873 -3.1225 -2.7969
H -3.7930 -2.9433 -1.9364
H -1.3700 -5.0362 -2.6892
H -1.3403 -6.1412 -1.3422
H -0.4944 -4.6398 -1.1814
C -2.4005 1.9538 -0.1151
O -3.3344 2.7163 0.6123
C -3.4125 4.0613 0.2698
C -2.3364 4.8154 1.1068
O -2.5868 6.2307 0.9837
C -1.9157 6.9462 0.0259
C -2.3975 8.3772 0.1274
O -3.7974 8.6353 0.0159
C -4.5616 8.6674 1.1604
H -1.4208 2.4311 -0.0975
H -2.7233 1.6572 -1.1130
H -2.2639 0.9919 0.3791
H -4.3898 4.5141 0.4369
H -3.1105 4.2990 -0.7502
H -1.3658 4.4379 0.7850
H -2.4020 4.4437 2.1294
H -2.1383 6.6339 -0.9945
H -0.8780 7.1373 0.2994
H -1.9657 8.8259 -0.7672
H -2.0193 8.9673 0.9623
H -5.4539 8.1889 0.7567
H -4.8037 9.6590 1.5429
H -3.9750 8.1167 1.8957
C -1.7117 0.7563 -4.6880
C -0.5759 0.0744 -3.8185
O 0.6536 0.7864 -3.9386
P 1.0042 2.1981 -3.1908
O 0.6301 2.2626 -1.7463
O 2.6056 2.3643 -3.5807
C 3.6289 1.4685 -2.9749
C 5.0774 2.0498 -3.1828
O 0.2524 3.2745 -4.0898
C 0.3952 4.6546 -3.9345
C -0.7880 5.4776 -4.2593
H -2.2828 -0.0657 -5.1196
H -2.4231 1.4464 -4.2343
H -1.2032 1.3241 -5.4672
H -1.0325 0.0170 -2.8304
H -0.4141 -0.9954 -3.9512
H 3.4004 1.4185 -1.9103
H 3.6303 0.4132 -3.2480
H 5.0434 2.2665 -4.2505
H 5.2435 3.0347 -2.7465
H 5.8407 1.3017 -2.9689
H 0.6086 4.8078 -2.8766
H 1.4290 4.8183 -4.2388
H -1.7283 4.9847 -4.0124
H -0.7970 6.4897 -3.8547
H -0.9339 5.6061 -5.3319
C 5.3974 -2.0669 0.7581
C 5.1890 -3.6016 0.7611
O 5.0648 -3.9319 -0.6460
P 5.0696 -5.4609 -1.1691
O 5.8784 -6.4344 -0.4657
O 3.5092 -5.8444 -0.9357
C 3.0703 -6.4280 0.2712
C 1.8340 -5.7994 0.7873
O 5.3976 -5.3797 -2.7668
C 6.5397 -6.1238 -3.3121
C 7.1525 -5.4068 -4.5341
H 5.7056 -1.6107 1.6988
H 6.1349 -1.7663 0.0139
H 4.4142 -1.6097 0.6461
H 6.1810 -3.8912 1.1074
H 4.3914 -4.0501 1.3534
H 2.7289 -7.4569 0.1568
H 3.8669 -6.3607 1.0122
H 2.0808 -4.8888 1.3330
H 1.2819 -5.6377 -0.1385
H 1.2509 -6.4866 1.4004
H 7.3638 -6.2205 -2.6052
H 6.1910 -7.1247 -3.5663
H 7.9035 -4.6441 -4.3283
H 7.5216 -6.0555 -5.3285
H 6.2633 -5.1930 -5.1271
C -1.2805 -0.6175 8.2469
C -0.9031 -0.9620 6.8565
O -2.1150 -1.4289 6.2210
P -2.4381 -0.6787 4.8465
O -1.4415 -0.8158 3.8555
O -3.9501 -1.1796 4.4973
C -4.5319 -0.8133 3.1939
C -4.7671 -2.1892 2.5551
O -2.6119 0.8814 5.2075
C -3.7240 1.1700 6.0171
C -3.6449 2.5618 6.3318
H -1.2784 -1.4155 8.9893
H -0.3688 -0.1125 8.5661
H -2.0378 0.1634 8.3169
H -0.4828 -0.1263 6.2970
H -0.0529 -1.6401 6.7828
H -5.5067 -0.3377 3.3019
H -3.9051 -0.1430 2.6058
H -5.1830 -2.9285 3.2396
H -5.3268 -2.1932 1.6198
H -3.8867 -2.4377 1.9625
H -4.6851 0.8035 5.6563
H -3.7132 0.6814 6.9914
H -3.0675 2.6205 7.2543
H -3.2000 3.1332 5.5171
H -4.6056 3.0471 6.5038